1.
The following is a DFT calculation (wB97M-V/def2-TZVPD) of C7H14KNO7P2 as an isolated structure.

## Properties
LUMO: -1.812 eV
HOMO energy: -6.0 eV

Geometry as ORCA input:
```
! wB97M-V def2-TZVPD RIJCOSX def2/J DEFGRID3
* xyz 0 1
H -1.66566 0.43876 3.70556
H -1.56798 1.53300 5.93833
O -0.58999 4.29142 4.76685
H -1.47902 -0.58165 -3.57656
C 1.09582 1.87786 4.53748
H 1.84216 2.59289 4.86731
P -0.46736 2.83379 3.95390
C 1.18581 -2.64195 -1.50930
O 0.03227 -2.30335 -4.83803
H 4.62419 -1.37473 -1.89974
C -0.66520 -0.93170 -1.64509
H 1.72130 -3.55853 -3.34020
P -2.14095 1.46579 4.60499
O -0.10219 0.42609 -6.26595
C 1.09060 -2.84907 -2.82134
C 0.31149 -1.67001 -0.82742
O 0.39492 -1.48081 0.38344
C 0.11061 -2.10753 -3.65115
H 0.79928 1.20775 5.36284
K -0.37209 0.90374 2.64843
O -2.06811 0.02548 -5.45361
N -1.29608 0.10017 -6.44230
H 3.39510 -0.61553 -2.36363
C -0.76502 -1.12495 -2.96032
O 3.68428 -1.48625 -2.07268
H 1.43086 1.24131 3.66664
H -3.06908 2.46887 4.17822
O -1.72206 -0.14400 -7.58359
H -1.29407 -0.22165 -1.11996
H -1.17006 4.24868 5.53076
H 1.89625 -3.16939 -0.88907
H -3.18003 0.60550 5.11519
*
```

=====

2.
The following is a DFT calculation (wB97M-V/def2-TZVPD) of an isolated ion of composition C7H14N and charge +1.

## Properties
SMILES: CC[C@H](C)[NH2+]C1C=C1
LUMO: -3.050 eV
HOMO energy: -14.3 eV
energy above the lowest of the compared OMol25 structures with the same formula, charge and spin: 93.8 kcal/mol

Geometry as ORCA input:
```
! wB97M-V def2-TZVPD RIJCOSX def2/J DEFGRID3
* xyz 1 1
C -0.55157 -1.59229 -0.09431
C -0.34859 1.39780 -0.03282
H 1.21935 0.82943 1.55155
C 1.97494 0.28684 -0.31401
H 2.76389 -0.02683 0.27275
H -1.29506 0.52908 1.51056
H 0.80427 -1.89943 -2.01856
C -0.03451 -1.58169 -1.53018
H 1.88108 -0.16200 -1.32104
C -1.06766 -0.82077 -1.28524
H -2.39101 0.34927 0.24469
H -0.29556 1.51921 -1.19490
H 0.00680 2.38885 0.28759
H -2.12811 1.97800 0.76669
N 0.16629 -1.01246 0.99587
H 0.96352 -1.50259 1.22016
H -1.08679 -2.47599 0.18345
H 2.39285 1.22119 -0.79665
C -1.65544 1.03072 0.65645
H -0.26185 -0.76862 1.90691
H -1.80158 -0.12318 -1.61519
C 0.74474 0.43544 0.60625
*
```

=====

3.
The following is a DFT calculation (wB97M-V/def2-TZVPD) of a 2-piece molecular cluster, C7H14N2 overall.

## Properties
LUMO (alpha / beta): 0.016 / 0.455 eV
HOMO energy (alpha / beta): -6.5 / -7.2 eV
energy above the lowest of the compared OMol25 structures with the same formula, charge and spin: 128.7 kcal/mol

Geometry as ORCA input:
```
! wB97M-V def2-TZVPD RIJCOSX def2/J DEFGRID3
* xyz 0 1
H -0.36548 0.73506 1.33212
C 0.71236 -0.08282 -1.21258
H 3.52130 -1.15287 -0.16190
C -0.85908 -0.15427 1.02132
H 2.37356 -1.28475 1.15727
H -2.90646 0.98253 -1.19155
H -2.99253 1.82737 0.37027
H -3.09793 -1.13631 -1.19953
H 3.64174 1.06592 -0.29428
C 2.53121 -1.26791 0.14543
C 1.80706 -0.07143 -0.49938
N -1.67237 0.01947 -0.04896
C -2.49594 -1.15998 -0.25164
H -0.63488 -1.22274 1.40051
C 2.58373 1.16941 -0.11620
H 2.25972 2.11619 -0.65358
H -3.10958 -1.62088 0.54895
H -1.62582 1.95246 -0.61291
C -2.36079 1.25916 -0.38507
H 2.36338 1.47174 0.83535
N -0.31697 -0.11025 -1.82554
H 2.06226 -2.29576 -0.06474
H -1.62576 -1.98735 -0.49468
*
```

=====

What did the second record say?
The following is a DFT calculation (wB97M-V/def2-TZVPD) of an isolated ion of composition C7H14N and charge +1.

## Properties
SMILES: CC[C@H](C)[NH2+]C1C=C1
LUMO: -3.050 eV
HOMO energy: -14.3 eV
energy above the lowest of the compared OMol25 structures with the same formula, charge and spin: 93.8 kcal/mol

Geometry as ORCA input:
```
! wB97M-V def2-TZVPD RIJCOSX def2/J DEFGRID3
* xyz 1 1
C -0.55157 -1.59229 -0.09431
C -0.34859 1.39780 -0.03282
H 1.21935 0.82943 1.55155
C 1.97494 0.28684 -0.31401
H 2.76389 -0.02683 0.27275
H -1.29506 0.52908 1.51056
H 0.80427 -1.89943 -2.01856
C -0.03451 -1.58169 -1.53018
H 1.88108 -0.16200 -1.32104
C -1.06766 -0.82077 -1.28524
H -2.39101 0.34927 0.24469
H -0.29556 1.51921 -1.19490
H 0.00680 2.38885 0.28759
H -2.12811 1.97800 0.76669
N 0.16629 -1.01246 0.99587
H 0.96352 -1.50259 1.22016
H -1.08679 -2.47599 0.18345
H 2.39285 1.22119 -0.79665
C -1.65544 1.03072 0.65645
H -0.26185 -0.76862 1.90691
H -1.80158 -0.12318 -1.61519
C 0.74474 0.43544 0.60625
*
```

=====

- Which formula does entry 1 have?
  C7H14KNO7P2

=====

- What is the formula in the third record?
  C7H14N2